Molecular formula: C69H71BrClCsN12O5P2Si2
Method: DFT, ωB97M-V/def2-TZVPD

Summary:
Net charge: -2
Lowest unoccupied orbital energy in eV: 3.22
HOMO energy in eV: -1.65
Calculated total energy in hartree: -8021.55244

Last column: Mulliken charge in e.
Atoms and positions in Å:
Cs 0.948 0.510 -0.343  1.48
C -3.789 -1.835 -3.592  -1.16
Si -1.916 -2.214 -3.359  0.59
C -1.047 -1.267 -4.762  -0.90
C -1.790 -4.047 -3.890  -1.22
N -1.281 -1.672 -1.884  0.42
P -1.325 -2.480 -0.492  1.61
C -0.635 -1.549 0.727  -1.20
P -0.034 -2.092 2.210  1.50
N 0.889 -0.948 2.834  0.47
Si 1.878 -0.654 4.160  0.23
C 1.693 -1.706 5.745  -1.30
C 1.616 1.132 4.771  -0.82
C 3.758 -0.713 3.811  -0.74
C 0.838 -3.714 2.269  0.84
C 2.230 -3.723 2.280  -0.44
C 2.941 -4.914 2.291  -0.55
C 2.261 -6.123 2.276  -0.97
C 0.872 -6.127 2.276  -0.78
C 0.168 -4.934 2.274  -0.44
C -1.294 -2.460 3.534  0.01
C -1.004 -3.227 4.663  -0.50
C -1.897 -3.303 5.722  -0.80
C -3.096 -2.604 5.676  -0.70
C -3.406 -1.852 4.552  -1.09
C -2.512 -1.785 3.492  -0.21
C -3.145 -2.796 -0.257  0.49
C -3.815 -1.665 0.226  -0.17
C -5.191 -1.648 0.376  -1.03
C -5.942 -2.763 0.018  -0.97
C -5.301 -3.869 -0.517  -1.11
C -3.917 -3.886 -0.655  0.09
C -0.634 -4.154 -0.823  2.29
C 0.544 -4.138 -1.579  -1.48
C 1.184 -5.311 -1.939  -0.85
C 0.654 -6.537 -1.552  -0.76
C -0.497 -6.566 -0.781  -1.07
C -1.122 -5.385 -0.400  -0.58
H -4.261 -2.564 -4.259  0.45
H -3.934 -0.844 -4.038  0.33
H -4.329 -1.852 -2.641  0.09
H -1.759 -1.024 -5.560  0.43
H -0.249 -1.871 -5.205  0.25
H -0.597 -0.339 -4.402  -0.14
H -2.207 -4.192 -4.892  0.53
H -2.322 -4.712 -3.204  0.24
H -0.749 -4.375 -3.910  0.27
H 0.654 -1.721 6.081  0.33
H 2.300 -1.292 6.557  0.43
H 2.007 -2.743 5.584  0.25
H 0.786 1.203 5.481  0.24
H 1.404 1.797 3.930  -0.10
H 2.516 1.500 5.276  0.43
H 4.057 -1.519 3.136  0.02
H 4.322 -0.837 4.742  0.51
H 4.075 0.225 3.350  0.04
H 2.736 -2.769 2.321  -0.37
H 4.025 -4.901 2.327  0.46
H 2.805 -7.061 2.278  0.35
H 0.340 -7.072 2.272  0.36
H -0.914 -4.932 2.316  0.70
H -0.064 -3.761 4.714  0.56
H -1.647 -3.897 6.595  0.43
H -3.782 -2.642 6.515  0.33
H -4.345 -1.311 4.513  0.45
H -2.758 -1.229 2.595  0.32
H -3.211 -0.795 0.472  -0.25
H -5.687 -0.767 0.765  0.48
H -7.019 -2.766 0.145  0.36
H -5.885 -4.724 -0.842  0.40
H -3.446 -4.750 -1.107  0.30
H 0.915 -3.174 -1.915  0.48
H 2.079 -5.284 -2.553  0.39
H 1.132 -7.463 -1.851  0.35
H -0.911 -7.519 -0.470  0.33
H -2.012 -5.430 0.215  0.41
C -1.041 4.058 -4.930  -1.47
C -0.987 2.836 -4.028  0.47
O 0.010 2.147 -3.933  -0.41
N -2.139 2.572 -3.359  0.18
C -2.255 1.464 -2.413  1.51
C -3.335 1.717 -1.401  0.17
C -4.670 1.463 -1.714  -0.18
C -5.644 1.715 -0.763  -1.15
C -5.254 2.198 0.479  -0.95
C -3.901 2.406 0.703  -0.07
N -2.967 2.187 -0.214  0.83
H -0.028 4.433 -5.055  0.33
H -1.673 4.848 -4.522  0.35
H -1.419 3.761 -5.910  0.35
H -2.971 3.094 -3.574  0.43
H -1.300 1.354 -1.913  -0.48
H -2.463 0.532 -2.938  -1.68
H -4.934 1.050 -2.680  0.41
H -6.688 1.521 -0.980  0.38
H -5.982 2.405 1.253  0.53
H -3.547 2.772 1.663  0.10
C 4.789 -2.766 -0.069  -0.86
C 5.983 -2.114 0.194  -1.07
C 5.961 -0.770 0.530  -0.85
C 4.736 -0.102 0.575  0.19
N 3.596 -0.734 0.305  1.81
C 3.619 -2.020 0.003  -1.58
C 4.635 1.327 0.965  0.66
C 5.753 2.161 1.009  -0.84
C 5.605 3.463 1.449  -0.82
C 4.345 3.912 1.806  -0.76
C 3.286 3.024 1.689  -0.59
N 3.425 1.769 1.301  1.02
H 4.759 -3.821 -0.307  0.65
H 6.926 -2.645 0.148  0.40
H 6.885 -0.265 0.772  0.36
H 2.654 -2.486 -0.175  1.04
H 6.724 1.812 0.688  0.38
H 6.463 4.121 1.502  0.39
H 4.186 4.926 2.150  0.46
H 2.272 3.338 1.924  0.13
O 4.407 6.192 -2.498  -0.65
C 3.371 6.952 -2.437  0.56
O 3.349 8.114 -2.814  -0.70
C 2.124 6.339 -1.854  -0.07
C 0.987 7.049 -1.559  -0.05
Cl 0.629 8.705 -1.735  -0.18
N 0.074 6.194 -1.051  0.64
N 0.544 4.929 -1.021  0.00
C 1.787 4.988 -1.476  0.29
C 2.658 3.726 -1.511  -0.32
O 3.873 3.931 -1.838  -0.81
O 2.183 2.635 -1.203  -0.37
C -1.257 6.486 -0.648  -0.53
C -1.510 7.420 0.346  -0.17
C -2.817 7.653 0.742  -0.82
C -3.865 6.980 0.130  -0.54
C -3.600 6.050 -0.865  -0.65
C -2.295 5.787 -1.244  0.20
H 4.153 5.145 -2.194  0.42
H -0.690 7.953 0.809  0.47
H -3.026 8.358 1.537  0.38
H -4.887 7.166 0.436  0.39
H -4.416 5.517 -1.339  0.36
H -2.050 5.033 -1.977  0.45
Br -2.318 1.502 5.777  -0.18
C -1.668 2.280 4.170  -0.45
C -1.604 3.656 4.057  -1.03
C -1.133 4.187 2.865  -0.76
C -0.783 3.317 1.842  -1.04
N -0.844 1.997 1.973  2.19
C -1.260 1.472 3.116  0.20
H -1.899 4.293 4.881  0.45
H -1.045 5.259 2.739  0.58
H -0.436 3.678 0.879  0.76
H -1.224 0.394 3.193  -0.52
N 4.221 -3.897 -4.791  -0.43
C 3.615 -2.660 -4.671  0.24
C 3.194 -2.167 -3.429  0.30
N 2.559 -1.018 -3.318  0.34
C 2.314 -0.335 -4.437  -0.43
C 2.739 -0.821 -5.660  -0.56
N 3.399 -1.973 -5.787  -0.74
H 4.662 -4.263 -3.966  0.22
H 4.710 -4.047 -5.657  0.27
H 3.382 -2.725 -2.517  -0.15
H 1.778 0.601 -4.337  0.64
H 2.550 -0.278 -6.579  0.39

Molecular formula: C5H32N2O10
Method: DFT, ωB97M-V/def2-TZVPD

Summary:
Net charge: +1
Lowest unoccupied orbital energy (spin up / spin down) in eV: -2.50 / -7.71
Spin multiplicity: 2
Energy relative to the best compared isomer or geometry (same formula, charge and spin) in eV: 0.969
HOMO energy (spin up / spin down) in eV: -12.93 / -12.57
Calculated total energy in hartree: -1071.26387

Last column: Mulliken charge in e.
Atoms and positions in Å:
C 0.313 -0.044 -0.449  -0.36
N 1.122 0.683 0.557  1.10
C 1.945 1.736 0.079  -0.89
O 2.333 2.635 1.044  -0.54
C 1.199 -0.999 -1.314  0.66
C 1.726 -2.275 -0.665  -0.91
C 0.610 -3.289 -0.432  -1.01
N 0.348 -1.284 -2.463  -0.56
H -0.360 -0.634 0.163  0.33
H -0.110 0.670 -1.151  -0.65
H 0.410 0.875 1.315  0.23
H 2.729 1.352 -0.584  0.34
H 1.371 2.342 -0.657  0.60
H 2.798 2.176 1.741  0.41
H 2.063 -0.376 -1.585  0.42
H 2.471 -2.702 -1.331  0.49
H 2.313 -2.019 0.207  0.12
H 0.219 -3.624 -1.385  0.26
H 0.901 -4.138 0.170  0.43
H -0.207 -2.830 0.102  0.23
H 0.917 -1.820 -3.113  0.34
H 0.141 -0.416 -2.981  0.28
H -0.493 1.119 -2.459  0.18
H 0.216 1.533 -3.712  0.37
O 0.376 1.003 -2.912  -0.63
H -0.675 2.784 1.976  0.29
H 0.405 2.991 0.948  0.39
O -0.488 3.319 1.186  -0.75
H -3.604 -1.108 0.815  0.27
H -2.510 -1.396 -0.187  0.32
O -2.703 -0.818 0.585  -0.61
H -2.802 -3.780 -1.121  0.32
H -2.006 -2.783 -1.975  0.28
O -2.710 -2.839 -1.327  -0.70
H 2.463 -0.175 1.529  0.50
H 3.772 -0.846 2.170  0.32
O 3.043 -0.194 2.288  -0.75
H -0.789 2.289 -0.571  0.20
H -2.290 2.233 -0.889  0.44
O -1.397 2.229 -1.297  -0.70
H -3.859 2.727 0.161  0.35
H -4.561 1.421 -0.165  0.31
O -4.092 2.133 -0.604  -0.68
H -1.775 0.355 1.595  0.30
H -0.761 0.213 2.809  0.33
O -1.210 0.861 2.234  -0.61
H 0.743 0.830 4.293  0.33
H 1.684 -0.103 3.526  0.29
O 0.773 -0.018 3.834  -0.70